Entry 1:
This record from the Open Molecules 2025 dataset describes a 19-piece molecular cluster, C51H83N19O4 overall at a distorted geometry. The level of theory is ωB97M-V/def2-TZVPD.

CARTESIAN COORDINATES (ANGSTROEM)
1 C -7.22248 3.79102 -0.67422
2 O -6.99512 5.18388 -0.61020
3 C -5.87825 5.53130 0.20310
4 C -6.14936 6.83850 0.92817
5 C -4.86033 7.52244 1.43163
6 C -4.60964 7.30919 2.92296
7 C -3.99886 5.93845 3.23358
8 C -3.96502 5.65208 4.74420
9 C -4.18316 4.18461 5.15134
10 C -5.37874 3.46181 4.48399
11 C -5.03644 2.05278 3.95722
12 C -4.78507 1.95221 2.44968
13 C -3.55621 2.73335 1.94390
14 C -2.58319 1.93392 1.12060
15 O -2.00937 0.76255 1.70415
16 C -1.33608 0.19389 0.70343
17 O -0.48811 -0.63410 0.79219
18 O -1.75711 0.65987 -0.51253
19 C -2.90286 1.48460 -0.29396
20 N -4.04654 0.59819 -0.41403
21 H -6.28188 3.22920 -0.64471
22 H -7.71302 3.56503 -1.61959
23 H -7.85745 3.46763 0.15643
24 H -5.71155 4.72980 0.93069
25 H -5.00174 5.61269 -0.45172
26 H -6.67284 7.51565 0.25275
27 H -6.82954 6.61557 1.75316
28 H -4.94887 8.59620 1.26058
29 H -4.01461 7.15094 0.84811
30 H -3.89436 8.05427 3.28676
31 H -5.52015 7.44537 3.51076
32 H -4.51522 5.15964 2.67699
33 H -2.97053 5.95527 2.85926
34 H -4.65060 6.32549 5.26290
35 H -2.96875 5.93209 5.09899
36 H -3.24762 3.63763 5.01761
37 H -4.35694 4.18587 6.22958
38 H -6.10797 3.30643 5.28053
39 H -5.86606 4.07466 3.72527
40 H -4.15499 1.66127 4.47110
41 H -5.87851 1.39647 4.18651
42 H -5.70189 2.21410 1.91461
43 H -4.60646 0.89791 2.22643
44 H -3.89896 3.53514 1.28400
45 H -3.00624 3.19858 2.76038
46 H -1.73382 2.61239 0.98048
47 H -2.93289 2.40063 -0.89052
48 H -4.87831 1.09593 -0.70939
49 H -3.83008 -0.10428 -1.11557
50 C 1.35845 3.53116 4.00307
51 C 0.48877 2.73646 3.15062
52 N -0.20342 2.10831 2.48512
53 H 1.68830 2.95996 4.86913
54 H 2.24312 3.85910 3.45905
55 H 0.84452 4.41800 4.36992
56 C 4.98663 3.27818 5.83671
57 C 4.02365 4.24143 6.34231
58 N 3.25063 5.00637 6.71535
59 H 5.40800 3.61865 4.89268
60 H 5.80634 3.14345 6.53280
61 H 4.52207 2.30712 5.67024
62 C -0.43297 -3.45912 -0.79681
63 C 0.16772 -4.78138 -0.74464
64 N 0.64074 -5.82884 -0.70172
65 H -1.49635 -3.51412 -1.02023
66 H -0.32358 -2.93411 0.15121
67 H 0.03263 -2.84261 -1.56514
68 C 2.49815 -8.11803 1.04923
69 C 3.15499 -9.41254 1.14222
70 N 3.68292 -10.42988 1.22965
71 H 2.01376 -7.86365 1.99076
72 H 3.21607 -7.33353 0.81742
73 H 1.73810 -8.10901 0.26973
74 C 2.51689 -3.90424 -3.48714
75 C 2.14374 -2.95500 -4.52279
76 N 1.84936 -2.20302 -5.33928
77 H 1.63994 -4.27014 -2.95594
78 H 3.02699 -4.76121 -3.92460
79 H 3.18497 -3.44246 -2.76158
80 C -5.18371 -1.98362 5.46150
81 C -6.20545 -1.11331 6.02296
82 N -7.00691 -0.41470 6.45768
83 H -4.91120 -1.65902 4.45797
84 H -4.28600 -1.97082 6.07729
85 H -5.54118 -3.01026 5.40222
86 C 1.46281 -2.32263 -8.88940
87 C 0.91630 -2.80673 -10.14525
88 N 0.46062 -3.14306 -11.14706
89 H 0.74281 -1.69404 -8.36766
90 H 1.72628 -3.13613 -8.21450
91 H 2.35643 -1.72464 -9.06162
92 C 2.60389 0.56277 -11.52165
93 C 3.14975 0.64361 -10.17487
94 N 3.57457 0.69721 -9.10901
95 H 3.39769 0.63030 -12.26368
96 H 2.07867 -0.38094 -11.66967
97 H 1.90022 1.37380 -11.70126
98 C 6.28505 7.32582 5.35630
99 C 7.01417 6.06879 5.31268
100 N 7.56363 5.05949 5.29609
101 H 5.23646 7.17260 5.10662
102 H 6.32649 7.77017 6.34770
103 H 6.70091 8.04450 4.65179
104 C 7.07155 -0.15034 7.54229
105 C 6.09272 0.81536 8.01624
106 N 5.32375 1.58426 8.38676
107 H 7.51300 0.17857 6.60238
108 H 7.87303 -0.27324 8.26858
109 H 6.60721 -1.12156 7.37977
110 C 2.72067 -11.46489 -2.12676
111 C 2.40489 -10.59939 -3.24921
112 N 2.15742 -9.90668 -4.13088
113 H 1.82139 -11.72795 -1.57167
114 H 3.18510 -12.39147 -2.46043
115 H 3.40595 -10.98149 -1.43228
116 C 2.03925 -7.50217 -6.35731
117 C 2.22425 -6.08345 -6.61008
118 N 2.32472 -4.95162 -6.78741
119 H 2.77003 -8.09951 -6.89932
120 H 2.15401 -7.72914 -5.30007
121 H 1.04362 -7.82515 -6.65858
122 C 2.42723 9.64987 5.87027
123 C 3.77019 9.66276 6.42388
124 N 4.83016 9.67258 6.86688
125 H 2.45546 9.61699 4.78118
126 H 1.87168 8.77860 6.21486
127 H 1.86943 10.53646 6.16685
128 C 4.12978 -9.60207 -11.45383
129 C 4.78985 -9.72947 -10.16418
130 N 5.31124 -9.83022 -9.14481
131 H 4.84595 -9.38999 -12.24277
132 H 3.60544 -10.52167 -11.71163
133 H 3.40600 -8.79577 -11.44279
134 C 0.78707 13.97571 5.38314
135 C 0.69237 12.97887 6.43823
136 N 0.61447 12.19300 7.27286
137 H 1.70689 14.55027 5.47833
138 H 0.78138 13.50175 4.40286
139 H -0.05257 14.66691 5.43112
140 C 3.31703 -11.67750 4.24065
141 C 2.27370 -12.20981 5.10361
142 N 1.44819 -12.62713 5.78486
143 H 4.19998 -12.31437 4.25870
144 H 2.97928 -11.60888 3.21016
145 H 3.61785 -10.68126 4.56109
146 C 2.05282 -5.27448 -12.85725
147 C 2.77445 -6.50492 -13.14400
148 N 3.36048 -7.46469 -13.38397
149 H 1.66014 -5.26565 -11.84404
150 H 2.70410 -4.40969 -12.96874
151 H 1.21296 -5.15135 -13.53820
152 C -3.49570 -4.37444 -3.87412
153 C -3.36885 -3.32105 -2.87997
154 N -3.26508 -2.49298 -2.09035
155 H -4.40422 -4.95122 -3.70968
156 H -3.53496 -3.95313 -4.87716
157 H -2.64642 -5.05474 -3.82417

These are the Löwdin partial charges, in e, on atoms 1 to 4: -0.109 -0.184 -0.243 -0.162

Entry 2:
This record from the Open Molecules 2025 dataset describes C51H90BrCl28N3O2S as an isolated structure at a distorted geometry. The level of theory is ωB97M-V/def2-TZVPD.

CARTESIAN COORDINATES (ANGSTROEM)
1 C 8.73471 -2.03397 1.09355
2 O 8.42844 -1.24258 -0.06001
3 C 7.01310 -1.15397 -0.21860
4 C 6.51435 0.29994 -0.53682
5 C 5.01243 0.15828 -1.03034
6 C 4.34625 1.58169 -1.21416
7 C 2.75863 1.41821 -1.31301
8 C 2.15097 2.31272 -2.45942
9 C 1.29109 3.50933 -1.90543
10 C -0.25312 3.22384 -1.79436
11 C -0.58926 1.82658 -1.08706
12 C -0.68116 0.66546 -2.13821
13 C -1.56356 -0.58305 -1.73167
14 C -0.75434 -1.93757 -1.41598
15 C -1.00217 -2.28352 0.10652
16 C -0.45087 -1.35935 1.16656
17 C -0.63086 -1.52513 2.58278
18 C -0.05458 -0.50052 3.60226
19 C 1.19464 0.25471 3.10830
20 N 1.17612 1.41714 2.61150
21 C -1.42215 -2.70355 3.03241
22 N -1.72937 -3.01386 4.33331
23 S -2.59712 -4.40303 4.14919
24 N -2.64333 -4.69277 2.52311
25 C -1.94244 -3.63568 1.96732
26 C -1.74131 -3.44023 0.50977
27 C -2.30745 -4.42965 -0.53406
28 C -1.17541 -5.14930 -1.35279
29 O -1.04628 -5.01933 -2.48997
30 Br 0.00816 -6.34657 -0.29573
31 H 8.18588 -1.69206 2.00544
32 H 8.50069 -3.11250 0.88823
33 H 9.84042 -1.93611 1.24555
34 H 6.61004 -1.84617 -1.00838
35 H 6.49067 -1.45808 0.73296
36 H 7.12004 0.75140 -1.35629
37 H 6.54229 0.98862 0.34005
38 H 5.02940 -0.30636 -2.04798
39 H 4.42075 -0.51510 -0.36072
40 H 4.78630 2.03493 -2.13227
41 H 4.52881 2.23076 -0.32310
42 H 2.56886 0.32238 -1.48894
43 H 2.35809 1.66421 -0.30495
44 H 1.62234 1.71180 -3.24057
45 H 3.02743 2.76868 -2.99912
46 H 1.44552 4.37734 -2.59029
47 H 1.67686 3.72909 -0.87437
48 H -0.65458 3.99987 -1.08515
49 H -0.80348 3.34739 -2.75302
50 H -1.55884 1.86564 -0.52092
51 H 0.20510 1.68680 -0.30983
52 H 0.30202 0.27991 -2.49298
53 H -1.18399 1.10695 -3.03687
54 H -2.28661 -0.85079 -2.53728
55 H -2.17351 -0.31837 -0.82641
56 H -1.05752 -2.77331 -2.07757
57 H 0.33527 -1.69890 -1.48444
58 H 0.13990 -0.48769 0.82216
59 H 0.22683 -1.04371 4.53915
60 H -0.81496 0.26934 3.88615
61 H 2.17437 -0.25739 3.15266
62 H 2.13248 1.67613 2.34409
63 H -3.05176 -3.97828 -1.22739
64 H -2.84549 -5.23992 0.02664
65 Cl 0.22571 -7.69671 4.47028
66 C 1.61902 -7.36179 3.41239
67 C 2.18061 -5.97602 3.63018
68 Cl 1.06545 -4.70668 3.07034
69 H 1.30225 -7.50663 2.38047
70 H 2.37855 -8.10904 3.64285
71 H 3.10512 -5.85824 3.06424
72 H 2.40010 -5.79395 4.68130
73 Cl 5.97790 5.79717 2.94562
74 C 4.29503 6.24451 2.56226
75 C 3.49047 5.06138 2.08927
76 Cl 4.02142 4.48209 0.49326
77 H 4.31747 7.03931 1.81771
78 H 3.85647 6.64699 3.47556
79 H 2.44105 5.34253 1.99139
80 H 3.55581 4.23357 2.78459
81 Cl -3.29374 2.50364 -2.87589
82 C -3.95156 2.66358 -4.52368
83 C -2.88609 3.04141 -5.52980
84 Cl -2.28792 4.70322 -5.28168
85 H -4.75511 3.39812 -4.49670
86 H -4.38479 1.69811 -4.78557
87 H -3.29668 3.00039 -6.53648
88 H -2.03304 2.36490 -5.48401
89 Cl -2.10771 -10.03450 1.54046
90 C -2.69613 -8.61373 0.63972
91 C -4.16817 -8.36441 0.86429
92 Cl -5.18378 -9.62735 0.12265
93 H -2.47200 -8.76611 -0.41532
94 H -2.11976 -7.75733 0.98827
95 H -4.45718 -7.41803 0.40640
96 H -4.40891 -8.31574 1.92473
97 Cl -3.54510 0.62203 1.61761
98 C -4.21488 1.95036 0.63352
99 C -5.68427 2.17374 0.89808
100 Cl -6.68725 0.82601 0.30144
101 H -4.02917 1.72128 -0.41408
102 H -3.65238 2.84892 0.89046
103 H -6.02106 3.06963 0.38147
104 H -5.88398 2.29914 1.96132
105 Cl 1.45126 2.50065 -5.82930
106 C 3.20238 2.35406 -6.11100
107 C 3.60309 0.94907 -6.49401
108 Cl 3.42034 -0.19434 -5.13881
109 H 3.71820 2.68480 -5.21061
110 H 3.45184 3.04346 -6.91776
111 H 4.65360 0.93050 -6.78431
112 H 3.01238 0.57919 -7.33041
113 Cl 1.37593 -2.13903 6.91282
114 C 3.10863 -1.85623 6.60527
115 C 3.45948 -0.38747 6.61512
116 Cl 2.76235 0.47875 5.21779
117 H 3.36295 -2.32174 5.65345
118 H 3.65809 -2.37133 7.39310
119 H 4.54065 -0.26415 6.55593
120 H 3.11215 0.10048 7.52327
121 Cl 6.99346 1.98688 9.71250
122 C 6.46480 3.47490 8.88527
123 C 4.98706 3.73338 9.06599
124 Cl 3.98529 2.53759 8.20333
125 H 6.72935 3.38859 7.83377
126 H 7.03836 4.29679 9.31413
127 H 4.73007 4.71252 8.66130
128 H 4.70323 3.71556 10.11697
129 Cl -4.27228 0.26681 -6.84794
130 C -4.93014 0.42600 -8.49585
131 C -3.86780 0.80161 -9.50235
132 Cl -3.26715 2.46177 -9.26132
133 H -5.73343 1.16026 -8.46828
134 H -5.36272 -0.53952 -8.75745
135 H -4.28243 0.75884 -10.50932
136 H -3.01630 0.12477 -9.45591
137 Cl -3.37267 -7.84802 -3.26170
138 C -4.76362 -8.94865 -3.44580
139 C -5.88289 -8.32566 -4.24588
140 Cl -6.67246 -6.98899 -3.37007
141 H -5.09582 -9.23906 -2.45133
142 H -4.39667 -9.83980 -3.95537
143 H -6.65249 -9.07091 -4.44623
144 H -5.52612 -7.94010 -5.19965
145 Cl 1.38808 6.80366 0.57620
146 C -0.25755 7.20565 1.13206
147 C -0.85688 6.10570 1.97574
148 Cl -1.20814 4.64597 1.02047
149 H -0.86874 7.41539 0.25575
150 H -0.17941 8.12096 1.71898
151 H -1.80212 6.43996 2.40383
152 H -0.19478 5.82321 2.79345
153 Cl -7.49077 0.37125 -6.17643
154 C -7.22285 -0.77293 -4.83612
155 C -7.96689 -0.37374 -3.58368
156 Cl -7.30020 1.10250 -2.84448
157 H -6.15002 -0.84043 -4.65856
158 H -7.57179 -1.74667 -5.18010
159 H -7.88465 -1.16406 -2.83693
160 H -9.02391 -0.20436 -3.78407
161 Cl -9.34676 3.67784 -2.27895
162 C -9.73182 3.56863 -0.54447
163 C -9.41249 4.84956 0.19351
164 Cl -7.66100 5.15650 0.29858
165 H -9.18819 2.71870 -0.13149
166 H -10.79876 3.35846 -0.46876
167 H -9.78344 4.78829 1.21657
168 H -9.87521 5.71085 -0.28524
169 Cl 7.54761 3.95758 4.27883
170 C 8.69430 2.92919 5.17638
171 C 8.56731 1.46956 4.80307
172 Cl 7.03121 0.75822 5.36337
173 H 8.52701 3.08725 6.24113
174 H 9.69577 3.28501 4.93370
175 H 9.36836 0.89754 5.27089
176 H 8.63127 1.32600 3.72538

Values from the calculation:
Energy above the lowest of the compared OMol25 structures with the same formula, charge and spin (kcal per mole): 64.6

These are the Löwdin partial charges, in e, on atoms 1 to 4: -0.125 -0.203 -0.258 -0.166

Highest occupied orbital energy readings, ordered: -9.7, -8.3 eV